[1]
ORCA calculation (ωB97M-V/def2-TZVPD) on a cluster of 6 separate species, C25H63FN2O11PS5 in total.

Geometry as XYZ:
```
108
Properties=species:S:1:pos:R:3:lowdin_charge:R:1
C -3.849 8.044 -1.517 -0.074
C -2.603 7.279 -1.895 -0.262
O -2.810 5.878 -1.570 -0.210
P -1.668 4.814 -1.865 0.471
O -0.660 5.171 -2.880 -0.252
C -0.956 4.459 -0.233 -0.180
C -1.695 3.444 0.658 -0.121
C -0.818 2.282 1.145 -0.274
O -0.813 2.239 2.548 -0.066
C -0.066 1.150 3.045 -0.134
C -0.737 -0.158 2.681 -0.308
N -2.074 -0.185 3.194 0.121
N -0.695 -0.302 1.147 -0.046
C 0.771 -0.380 0.696 -0.150
O 0.856 -1.144 -0.451 -0.170
C 2.176 -1.108 -1.019 -0.049
C -1.476 -1.500 0.654 -0.031
C -1.078 -2.887 1.221 -0.362
C -1.788 -3.349 2.489 -0.027
O 0.314 -2.980 1.473 -0.038
C -1.316 0.957 0.546 -0.194
F -0.984 0.956 -0.785 0.075
O -2.555 3.523 -2.152 -0.233
C -2.367 2.755 -3.369 -0.248
C -3.336 1.585 -3.342 -0.066
H -4.695 7.733 -2.135 0.082
H -3.680 9.112 -1.688 0.083
H -4.103 7.893 -0.466 0.080
H -1.724 7.638 -1.347 0.118
H -2.382 7.347 -2.964 0.119
H 0.059 4.120 -0.481 0.096
H -0.848 5.422 0.279 0.099
H -2.099 3.927 1.551 0.133
H -2.549 3.042 0.104 0.107
H 0.208 2.422 0.763 0.145
H 0.980 1.216 2.713 0.133
H -0.090 1.188 4.135 0.096
H -0.164 -0.994 3.090 0.106
H -2.841 0.015 2.575 0.091
H -2.261 -0.990 3.770 0.073
H 1.331 -0.812 1.531 0.151
H 1.109 0.644 0.512 0.134
H 2.930 -1.293 -0.243 0.103
H 2.364 -0.140 -1.495 0.093
H 2.226 -1.887 -1.778 0.078
H -2.531 -1.310 0.867 0.130
H -1.349 -1.486 -0.427 0.135
H -1.357 -3.580 0.414 0.154
H -1.670 -4.432 2.573 0.093
H -2.856 -3.115 2.467 0.089
H -1.332 -2.913 3.384 0.060
H 0.769 -3.022 0.617 0.074
H -2.401 0.844 0.613 0.169
H -2.537 3.412 -4.227 0.120
H -1.323 2.426 -3.404 0.115
H -4.233 1.857 -2.780 0.083
H -3.638 1.317 -4.358 0.080
H -2.892 0.704 -2.871 0.063
C 3.491 -5.636 -2.301 -0.249
S 2.156 -5.803 -1.116 0.824
O 1.082 -4.852 -1.542 -0.563
C 2.960 -4.970 0.247 -0.260
H 3.134 -6.047 -3.244 0.041
H 3.740 -4.580 -2.417 0.053
H 4.351 -6.209 -1.955 0.061
H 3.214 -3.961 -0.083 0.047
H 3.851 -5.494 0.591 0.063
H 2.222 -4.929 1.047 0.044
C -1.211 0.671 6.427 -0.236
S -0.265 -0.826 6.138 0.921
O -0.391 -1.130 4.674 -0.603
C -1.386 -1.956 6.962 -0.248
H -0.679 1.500 5.960 0.019
H -2.199 0.543 5.985 0.063
H -1.286 0.844 7.500 0.068
H -2.369 -1.884 6.499 0.061
H -1.435 -1.703 8.021 0.061
H -0.985 -2.960 6.843 0.056
C 1.623 4.354 3.211 -0.261
S 1.688 4.402 5.005 0.836
O 0.549 3.542 5.435 -0.554
C 1.170 6.107 5.206 -0.260
H 1.835 3.314 2.963 0.032
H 0.616 4.608 2.880 0.053
H 2.372 4.998 2.753 0.062
H 0.200 6.246 4.729 0.060
H 1.921 6.766 4.771 0.058
H 1.091 6.295 6.275 0.053
C 0.075 -8.197 -6.112 -0.270
S 0.438 -7.992 -4.364 0.776
O -0.346 -9.023 -3.639 -0.544
C -0.433 -6.434 -4.163 -0.272
H 0.497 -9.151 -6.422 0.050
H -1.006 -8.205 -6.250 0.058
H 0.536 -7.387 -6.677 0.052
H -1.475 -6.575 -4.449 0.059
H 0.043 -5.672 -4.781 0.056
H -0.357 -6.145 -3.117 0.020
C 4.533 -1.345 -5.818 -0.266
S 5.052 -0.793 -4.193 0.828
O 4.116 -1.428 -3.217 -0.572
C 4.514 0.910 -4.376 -0.267
H 4.743 -2.411 -5.879 0.051
H 3.465 -1.166 -5.933 0.060
H 5.104 -0.814 -6.578 0.058
H 3.447 0.929 -4.599 0.059
H 5.085 1.385 -5.173 0.057
H 4.712 1.417 -3.434 0.049
```

Values from the calculation:
Lowest unoccupied orbital energy, eV: -1.69
Charge: +1
Frontier orbital gap, eV: 8.48
Calculated total energy, a.u.: -4359.3275



[2]
ORCA calculation (ωB97M-V/def2-TZVPD) on the molecule C6H8O3S.

Geometry as XYZ:
```
18
Properties=species:S:1:pos:R:3:nbo_charge:R:1
C 0.610 -0.962 -0.361 -0.355
C -0.516 -0.689 -1.001 0.496
C 1.592 0.280 -0.311 0.285
C 1.100 -2.294 0.192 -0.683
C -1.851 1.065 0.774 -0.651
C -1.845 1.370 -0.756 -0.055
O 1.294 1.391 -0.752 -0.544
O 3.732 1.324 0.737 -0.709
O -1.331 0.162 -1.453 -0.466
S 3.125 -0.029 0.533 0.887
H 1.202 -2.463 1.271 0.233
H 2.006 -2.881 -0.190 0.234
H 0.340 -3.126 0.040 0.243
H -2.810 0.463 0.910 0.219
H -0.914 0.614 1.025 0.228
H -1.820 2.038 1.355 0.230
H -1.112 2.177 -0.962 0.216
H -2.803 1.560 -1.051 0.191
```

Values from the calculation:
Lowest unoccupied orbital energy (alpha / beta), eV: -0.01 / -1.82
Charge: 0
Frontier orbital gap (alpha / beta), eV: 9.31 / 5.87
Calculated total energy, a.u.: -857.1343



[3]
ORCA calculation (ωB97M-V/def2-TZVPD) on a cluster of 2 separate species, C12H15Cl2INO6P in total.

Geometry as XYZ:
```
38
Properties=species:S:1:pos:R:3:nbo_charge:R:1
C 3.014 0.737 1.084 -0.625
C 3.447 0.382 -0.350 -0.197
Cl 5.189 0.692 -0.589 -0.019
C 2.603 1.161 -1.400 -0.272
Cl 2.302 2.834 -0.930 0.044
C 1.299 0.390 -1.599 0.276
C 0.089 0.880 -1.260 -0.239
C -1.035 0.098 -1.433 0.136
C -2.326 0.709 -1.011 -0.475
C -2.362 0.932 0.530 -0.504
C -3.061 -0.157 1.320 0.766
O -2.801 -0.265 2.495 -0.501
O -3.988 -0.949 0.701 -0.720
C -0.879 -1.194 -1.971 -0.178
I -2.580 -2.416 -2.180 0.302
C 0.343 -1.639 -2.338 -0.133
P 0.749 -3.278 -3.094 1.501
O -0.330 -3.897 -3.863 -1.031
N 1.393 -0.817 -2.132 -0.442
H 3.478 1.656 1.422 0.250
H 3.259 -0.088 1.750 0.243
H 1.924 0.821 1.085 0.216
H 3.300 -0.693 -0.458 0.203
H 3.151 1.132 -2.345 0.253
H -0.046 1.863 -0.838 0.277
H -3.211 0.158 -1.313 0.268
H -2.384 1.695 -1.482 0.248
H -2.967 1.828 0.689 0.269
H -1.380 1.135 0.948 0.251
H -3.867 -1.864 0.979 0.510
H 1.296 -4.048 -2.046 -0.044
H 1.831 -2.971 -3.961 -0.066
H 2.323 -1.139 -2.385 0.433
C -1.395 1.277 5.602 0.937
O -1.447 0.023 5.533 -0.837
O -1.852 1.901 4.406 -0.811
O -1.010 2.026 6.499 -0.766
H -2.067 1.084 3.933 0.478
```

Values from the calculation:
Lowest unoccupied orbital energy, eV: -3.26
Charge: 0
Frontier orbital gap, eV: 2.42
Calculated total energy, a.u.: -2531.8010



[4]
ORCA calculation (ωB97M-V/def2-TZVPD) on a structure of composition C25H36AsN7OPS4Tc.

Geometry as XYZ:
```
76
Properties=species:S:1:pos:R:3:lowdin_charge:R:1
Tc 0.422 -0.465 -0.268 1.361
C -3.402 -1.098 3.732 -0.046
C -2.659 -2.257 3.870 -0.043
C -1.718 -2.552 2.893 -0.002
C -1.397 -1.621 1.906 -0.254
C -2.168 -0.507 1.759 -0.080
C -3.199 -0.213 2.664 -0.027
N -0.367 -1.839 0.910 -0.099
N 0.045 -3.051 0.900 0.113
C 1.194 -3.182 0.137 -0.282
C 1.803 -4.388 -0.024 0.038
C 3.045 -4.383 -0.638 0.018
C 3.608 -3.196 -1.143 0.003
C 2.906 -1.997 -1.013 -0.107
N 1.744 -2.010 -0.342 -0.057
H -4.162 -0.887 4.476 0.118
H -2.773 -2.886 4.736 0.118
H -1.144 -3.458 2.955 0.108
H -2.037 0.229 0.973 0.075
H -3.781 0.659 2.457 0.104
H 1.342 -5.256 0.405 0.134
H 3.578 -5.292 -0.739 0.118
H 4.511 -3.198 -1.699 0.114
H 3.237 -1.038 -1.342 0.108
S 0.382 2.130 -5.903 0.006
As -1.303 2.873 -4.676 0.389
S 0.536 0.541 -2.643 0.465
S -0.662 2.260 -2.457 0.038
S -1.366 0.926 -5.681 -0.001
C 1.157 -2.041 -4.046 -0.062
C -0.192 -2.442 -3.540 -0.239
C -0.740 -3.518 -4.146 -0.055
C -2.060 -3.926 -3.966 -0.021
C -2.842 -3.224 -3.050 -0.014
C -2.314 -2.139 -2.336 -0.220
C -3.148 -1.422 -1.326 -0.031
C -1.015 -1.743 -2.625 -0.242
N -0.330 -0.723 -1.877 -0.558
H 1.172 -1.097 -4.540 0.030
H 1.589 -2.809 -4.681 0.094
H 1.881 -1.926 -3.180 0.061
H -0.127 -3.921 -4.946 0.121
H -2.366 -4.752 -4.598 0.119
H -3.915 -3.447 -2.898 0.134
H -4.149 -1.347 -1.783 0.102
H -2.854 -0.373 -1.181 0.069
H -3.192 -2.028 -0.448 0.079
C 2.823 2.948 3.068 -0.034
N 1.627 2.104 2.729 -0.296
C 1.302 1.083 3.772 -0.042
P 0.672 2.379 1.488 0.517
O 0.150 1.033 0.983 -0.462
N -0.627 3.236 1.934 -0.275
C -1.781 3.383 1.006 -0.066
C -0.602 4.249 3.025 -0.059
N 1.515 3.144 0.292 -0.305
C 1.501 4.534 -0.031 -0.105
C 2.559 2.520 -0.495 -0.132
H 2.542 3.423 3.995 0.080
H 2.953 3.709 2.273 0.084
H 3.671 2.272 3.179 0.094
H 0.891 1.540 4.665 0.092
H 2.218 0.524 4.001 0.094
H 0.624 0.347 3.335 0.065
H -1.723 2.598 0.275 0.020
H -1.727 4.340 0.487 0.091
H -2.683 3.283 1.574 0.084
H 0.298 4.252 3.627 0.068
H -1.458 4.075 3.717 0.104
H -0.691 5.268 2.578 0.098
H 0.694 5.065 0.477 0.082
H 1.384 4.678 -1.099 0.084
H 2.488 4.995 0.233 0.108
H 2.782 1.480 -0.160 0.077
H 3.502 3.076 -0.430 0.101
H 2.324 2.496 -1.535 0.037
```

Values from the calculation:
Lowest unoccupied orbital energy (alpha / beta), eV: -7.11 / -7.12
Charge: +2
Frontier orbital gap (alpha / beta), eV: 6.26 / 6.25
Calculated total energy, a.u.: -5682.9924



What did the third record say?
ORCA calculation (ωB97M-V/def2-TZVPD) on a cluster of 2 separate species, C12H15Cl2INO6P in total.

Geometry as XYZ:
```
38
Properties=species:S:1:pos:R:3:nbo_charge:R:1
C 3.014 0.737 1.084 -0.625
C 3.447 0.382 -0.350 -0.197
Cl 5.189 0.692 -0.589 -0.019
C 2.603 1.161 -1.400 -0.272
Cl 2.302 2.834 -0.930 0.044
C 1.299 0.390 -1.599 0.276
C 0.089 0.880 -1.260 -0.239
C -1.035 0.098 -1.433 0.136
C -2.326 0.709 -1.011 -0.475
C -2.362 0.932 0.530 -0.504
C -3.061 -0.157 1.320 0.766
O -2.801 -0.265 2.495 -0.501
O -3.988 -0.949 0.701 -0.720
C -0.879 -1.194 -1.971 -0.178
I -2.580 -2.416 -2.180 0.302
C 0.343 -1.639 -2.338 -0.133
P 0.749 -3.278 -3.094 1.501
O -0.330 -3.897 -3.863 -1.031
N 1.393 -0.817 -2.132 -0.442
H 3.478 1.656 1.422 0.250
H 3.259 -0.088 1.750 0.243
H 1.924 0.821 1.085 0.216
H 3.300 -0.693 -0.458 0.203
H 3.151 1.132 -2.345 0.253
H -0.046 1.863 -0.838 0.277
H -3.211 0.158 -1.313 0.268
H -2.384 1.695 -1.482 0.248
H -2.967 1.828 0.689 0.269
H -1.380 1.135 0.948 0.251
H -3.867 -1.864 0.979 0.510
H 1.296 -4.048 -2.046 -0.044
H 1.831 -2.971 -3.961 -0.066
H 2.323 -1.139 -2.385 0.433
C -1.395 1.277 5.602 0.937
O -1.447 0.023 5.533 -0.837
O -1.852 1.901 4.406 -0.811
O -1.010 2.026 6.499 -0.766
H -2.067 1.084 3.933 0.478
```

Values from the calculation:
Lowest unoccupied orbital energy, eV: -3.26
Charge: 0
Frontier orbital gap, eV: 2.42
Calculated total energy, a.u.: -2531.8010